Entry 1:
A structure of composition C2H7N3OS in a non-equilibrium geometry. Source: OMol25; level of theory: wB97M-V/def2-TZVPD.

XYZ file:
```
14
Properties=species:S:1:pos:R:3:forces:R:3:nbo_charge:R:1
C -0.3648 1.8134 0.0951 -1.43 1.53 -0.59 -0.446
C 0.4417 -0.4971 0.3260 -1.90 2.05 -2.54 0.541
H 0.2774 2.8727 -0.3954 -2.41 -3.15 1.76 0.211
H -0.6171 1.9825 1.4213 0.38 -0.34 -4.36 0.200
H -1.3491 1.4154 -0.6951 2.23 2.52 2.79 0.201
H 1.2450 -2.1681 -0.2626 1.37 1.32 -0.11 0.351
H 1.9637 0.2174 -0.9167 1.34 -0.67 0.50 0.487
H -0.3652 -2.3467 0.7442 -2.32 3.42 -0.72 0.405
H -3.0307 -0.1585 0.2311 0.55 -0.21 0.76 0.128
N 0.4862 0.7132 -0.1105 1.71 -0.67 1.39 -0.642
N 1.5516 -1.2342 0.1137 0.97 -2.42 -0.07 -0.320
N -0.7208 -1.2633 0.5681 0.27 -1.74 0.88 -0.777
O 2.5833 -0.5621 -0.6007 -2.36 0.25 0.01 -0.546
S -2.1013 -0.7844 -0.5185 1.60 -1.87 0.29 0.205
```
Forces are in eV/Å.

## Properties
E_HOMO   -8.6874 eV
Energy above the lowest of the compared OMol25 structures with the same formula, charge and spin   527.5 kJ/mol
Spin multiplicity   1
Net charge   0
E_LUMO   -0.1953 eV


Entry 2:
A structure of composition C6H18F3NaO3S3 in a non-equilibrium geometry. Source: OMol25; level of theory: wB97M-V/def2-TZVPD.

XYZ file:
```
34
Properties=species:S:1:pos:R:3:forces:R:3:nbo_charge:R:1
Na 1.0453 -1.3741 0.2258 2.15 -1.20 -0.39 0.934
F 1.3353 -3.7982 -0.4885 -0.88 0.02 0.40 -0.980
F 2.5136 -1.3901 2.2771 -0.92 0.16 0.20 -0.980
F 2.8188 -0.6646 -1.4065 -0.70 0.86 0.00 -0.969
C 1.3450 1.9642 1.4652 -0.29 0.41 -0.31 -0.801
S 2.9234 2.8325 1.3806 1.85 -2.44 -1.01 1.132
O 3.9746 1.6934 1.3492 -1.72 2.99 0.14 -0.896
C 2.6230 3.4052 -0.3897 0.01 -0.10 0.04 -0.823
H 1.4751 1.0957 0.8196 0.04 -0.10 0.20 0.281
H 0.6070 2.6503 1.0494 -0.20 -0.04 -0.09 0.184
H 1.0217 1.7002 2.4721 0.55 -0.18 -0.06 0.243
H 1.7098 3.9980 -0.4429 -0.23 -0.10 0.27 0.188
H 2.5441 2.5420 -1.0506 -0.07 -0.40 0.28 0.271
H 3.3906 4.0447 -0.8255 0.47 -0.07 0.60 0.207
C -2.0782 0.3760 -1.6002 -0.66 0.08 -0.24 -0.847
S -0.3058 0.3960 -1.9318 -0.31 -0.67 -0.34 1.312
O -0.0291 -1.0075 -2.2990 -0.18 0.22 0.01 -0.930
C -0.3826 1.3116 -3.4974 0.88 -0.68 -0.54 -0.867
H -2.2265 -0.2817 -0.7438 0.17 0.65 0.39 0.245
H -2.6910 -0.0828 -2.3761 0.51 -0.13 -0.60 0.206
H -2.4488 1.3980 -1.5210 -0.03 0.07 0.67 0.198
H -0.4768 2.3943 -3.4142 -0.26 -0.13 0.05 0.209
H -1.0173 0.8028 -4.2229 -0.76 0.27 0.31 0.215
H 0.5863 1.0579 -3.9275 0.46 0.38 0.27 0.259
C -0.8052 -3.0887 2.6189 -0.94 -0.88 0.60 -0.816
S -1.6632 -1.5115 2.2496 1.82 0.73 -0.28 1.197
O -0.8084 -0.6040 1.3477 -1.74 -1.37 0.97 -0.989
C -2.9981 -2.2265 1.2663 0.02 -0.17 -0.16 -0.831
H -0.5844 -3.7723 1.7991 0.76 0.77 -0.60 0.288
H -1.5446 -3.6801 3.1589 -0.86 0.20 0.15 0.187
H -0.0468 -3.0549 3.4010 0.62 0.90 -0.80 0.277
H -3.3599 -3.1101 1.7921 0.20 -0.14 -0.15 0.222
H -2.5906 -2.4565 0.2818 -0.06 -0.23 0.00 0.258
H -3.8563 -1.5597 1.1832 0.31 0.36 0.00 0.216
```
Forces are in eV/Å.

## Properties
E_HOMO   -0.5542 eV
Spin multiplicity   1
Net charge   -2
E_LUMO   3.8935 eV


Entry 3:
An isolated molecule of C11H10S in a non-equilibrium geometry. Source: OMol25; level of theory: wB97M-V/def2-TZVPD.

XYZ file:
```
22
Properties=species:S:1:pos:R:3:forces:R:3:nbo_charge:R:1
C -0.4368 2.1338 -0.1843 0.37 0.22 0.05 -0.223
C 0.8505 1.7900 -0.0569 -0.30 0.23 0.00 -0.183
C 0.9919 0.3129 -0.0447 1.80 -1.19 1.37 -0.145
C 2.0367 -0.3322 1.1022 -1.59 1.04 -1.67 -0.382
C 3.1569 -0.6216 0.1137 0.35 -0.08 -0.37 -0.510
S 2.1289 -0.3327 -1.3731 -0.09 0.00 0.34 0.190
C -0.4051 -0.1810 -0.1152 -0.41 0.20 -0.07 -0.079
C -0.9091 -1.4629 -0.1240 0.04 0.10 0.00 -0.183
C -2.2799 -1.6322 -0.2774 -0.01 -0.01 0.03 -0.216
C -3.1155 -0.5362 -0.4326 -0.14 -0.08 0.00 -0.205
C -2.6162 0.7579 -0.4024 0.14 0.08 0.02 -0.230
C -1.2540 0.9324 -0.2365 -0.19 -0.64 -0.01 0.022
H -0.8375 3.1284 -0.2510 -0.01 0.26 0.01 0.218
H 1.6978 2.4476 0.0040 0.15 0.17 -0.03 0.217
H 1.5849 -1.2251 1.5195 -0.01 -0.06 0.06 0.217
H 2.2734 0.3870 1.8796 -0.01 -0.02 0.11 0.215
H 3.9735 0.0988 0.1500 0.00 -0.09 0.10 0.210
H 3.5577 -1.6321 0.1391 0.07 0.03 0.09 0.216
H -0.2574 -2.3189 -0.0325 0.10 -0.10 -0.01 0.214
H -2.6973 -2.6271 -0.2768 -0.06 -0.11 -0.05 0.212
H -4.1719 -0.6960 -0.5889 -0.11 -0.01 0.05 0.212
H -3.2713 1.6095 -0.5115 -0.10 0.06 -0.03 0.212
```
Forces are in eV/Å.

## Properties
E_HOMO   -8.2340 eV
Energy above the lowest of the compared OMol25 structures with the same formula, charge and spin   16.1 kJ/mol
Spin multiplicity   1
SMILES   C1=C[C@@]2(CCS2)c2ccccc21
Net charge   0
E_LUMO   0.5173 eV


Entry 4:
A cluster of 9 separate species, C47H59N10O2P in total in a non-equilibrium geometry. Source: OMol25; level of theory: wB97M-V/def2-TZVPD.

XYZ file:
```
119
Properties=species:S:1:pos:R:3:forces:R:3:lowdin_charge:R:1
C 0.8818 -4.9949 3.6934 0.07 0.22 0.34 0.002
C 0.9946 -3.6095 3.8323 0.01 -0.08 -0.27 -0.110
C 1.4964 -2.7543 2.7659 -2.37 -0.65 0.66 -0.176
C 2.1245 -3.3556 1.7111 0.49 0.92 -0.84 -0.044
C 2.6204 -2.5316 0.6588 -0.05 -0.10 -0.93 -0.265
P 3.4378 -3.5118 -0.6829 0.05 -2.12 0.70 0.868
O 4.8680 -2.7955 -1.1442 -0.75 0.66 0.00 -0.302
O 2.3765 -3.3265 -1.9311 0.69 0.80 0.23 -0.264
C 2.4704 -1.1667 0.6479 0.14 -0.28 0.01 -0.127
C 3.0331 -0.3770 -0.5177 -0.15 1.48 -0.34 -0.300
C 2.0163 0.6420 -1.1244 0.45 -0.35 -0.14 -0.069
C 4.3679 0.3974 -0.2164 0.06 -0.33 0.35 -0.149
C 4.8553 0.4014 1.2455 0.98 -0.11 -0.16 -0.232
C 5.5204 -0.9274 1.7261 -0.42 0.67 0.82 -0.084
C 1.8075 -0.5624 1.7764 0.33 0.91 -0.64 -0.149
N 1.6665 0.7968 1.7769 -0.21 -0.03 0.62 0.146
C 1.0936 1.2970 2.8429 0.14 -0.32 -0.26 -0.107
C 0.6534 0.4765 3.9091 -0.69 0.54 1.15 -0.110
N 0.7229 -0.8321 3.9606 0.55 1.12 -1.26 0.154
C 1.3279 -1.3271 2.8444 0.28 -1.65 -0.02 -0.157
H 0.0697 -5.4846 3.1523 1.19 0.15 -1.48 0.059
H 1.6072 -5.6363 4.2089 -1.43 -0.04 1.39 0.059
H 0.6991 -3.1143 4.7646 1.77 -0.26 0.45 0.099
H 2.2621 -4.4325 1.6822 0.08 0.19 0.10 0.092
H 5.5628 -3.2551 -0.6552 -0.03 -0.07 -0.23 0.040
H 2.5970 -3.9640 -2.6233 -0.15 0.01 0.07 0.042
H 3.2531 -1.0456 -1.3557 -0.14 -0.14 0.47 0.091
H 2.4371 0.9931 -2.0773 -0.18 -0.18 0.11 0.080
H 1.0644 0.1350 -1.3254 0.05 0.33 0.07 0.083
H 1.9031 1.5252 -0.4920 -0.22 -0.33 -0.04 0.054
H 5.1648 -0.0576 -0.8249 -0.17 0.07 0.20 0.108
H 4.2938 1.4354 -0.5700 -0.23 -0.23 0.13 0.106
H 4.1002 0.6924 1.9801 -0.07 0.07 -0.42 0.081
H 5.6400 1.1735 1.3064 -0.31 -0.08 -0.03 0.099
H 5.4891 -1.7350 0.9951 0.04 0.20 0.09 0.041
H 4.9931 -1.2394 2.6421 0.15 -0.33 -0.35 0.071
H 6.5509 -0.7285 2.0493 -0.11 -0.27 -0.35 0.052
H 0.9571 2.3773 2.9007 0.06 -0.21 -0.03 0.103
H 0.2116 0.9795 4.7760 0.07 -0.18 -0.19 0.110
C 0.7344 -6.1569 -6.2774 -0.02 0.00 -0.05 -0.114
C 0.5971 -6.9027 -5.0755 0.00 -0.01 0.02 -0.110
C 1.8539 -7.0867 -4.5651 0.09 -0.03 0.06 -0.147
N 2.7454 -6.4848 -5.4133 -0.08 0.06 0.03 -0.002
C 2.0697 -5.9121 -6.4566 0.07 -0.01 -0.06 -0.145
H -0.0578 -5.8356 -6.9341 0.02 0.05 0.02 0.078
H -0.3192 -7.2615 -4.6369 0.02 0.01 0.00 0.091
H 2.1916 -7.5923 -3.6760 -0.03 -0.01 -0.02 0.105
H 3.7409 -6.4664 -5.2888 -0.02 -0.02 -0.02 0.142
H 2.5959 -5.3831 -7.2333 -0.03 0.00 0.00 0.104
C -1.5767 4.7825 0.3792 -0.08 0.08 -0.03 -0.098
C -1.1953 3.5382 0.9473 -0.01 -0.11 0.00 -0.093
C -1.6662 3.5167 2.2338 0.01 0.03 0.08 -0.163
N -2.3141 4.7015 2.4669 -0.09 -0.07 -0.05 0.018
C -2.2676 5.4748 1.3398 -0.02 0.07 0.00 -0.165
H -1.3682 5.1282 -0.6208 0.04 -0.01 0.02 0.098
H -0.6397 2.7489 0.4663 0.00 0.01 0.01 0.092
H -1.5971 2.7642 3.0022 0.00 -0.01 -0.03 0.102
H -2.7557 4.9620 3.3306 0.03 0.02 -0.01 0.148
H -2.7277 6.4493 1.3196 0.02 0.00 0.07 0.096
C -5.5027 0.5757 4.0522 0.05 -0.01 0.08 -0.111
C -5.9090 0.0246 2.8080 -0.01 -0.09 -0.08 -0.121
C -5.3417 0.7854 1.8191 0.03 0.05 -0.04 -0.134
N -4.6130 1.7757 2.4165 -0.02 -0.01 0.00 0.009
C -4.7019 1.6523 3.7768 0.04 0.08 -0.05 -0.151
H -5.7672 0.2213 5.0350 -0.01 0.00 -0.02 0.091
H -6.5448 -0.8329 2.6568 -0.02 0.03 0.02 0.088
H -5.3943 0.7082 0.7461 -0.03 0.00 0.02 0.108
H -4.0904 2.4852 1.9316 0.06 -0.07 -0.01 0.115
H -4.1900 2.3398 4.4298 -0.03 -0.02 0.02 0.098
C -6.1986 -4.7223 4.8383 0.02 0.01 0.04 -0.115
C -6.6044 -5.2761 3.5948 -0.02 -0.03 -0.04 -0.117
C -6.0383 -4.5153 2.6064 0.01 0.06 -0.05 -0.145
N -5.3107 -3.5224 3.2035 0.01 -0.09 0.01 0.002
C -5.3995 -3.6444 4.5627 0.02 0.09 0.00 -0.147
H -6.4624 -5.0756 5.8215 0.01 0.00 -0.01 0.088
H -7.2383 -6.1343 3.4439 0.01 0.01 0.00 0.088
H -6.0910 -4.5936 1.5335 -0.02 -0.02 0.02 0.103
H -4.7911 -2.8121 2.7191 -0.02 0.02 0.04 0.133
H -4.8888 -2.9549 5.2136 -0.02 -0.01 0.00 0.104
C -1.4724 11.0682 -0.5430 -0.02 0.01 -0.03 -0.111
C -0.6760 10.1611 0.2065 0.02 -0.02 0.01 -0.109
C -1.3816 8.9934 0.3168 -0.09 -0.04 0.01 -0.145
N -2.5774 9.1618 -0.3336 0.12 -0.02 0.00 0.004
C -2.6360 10.4222 -0.8635 -0.08 -0.01 -0.01 -0.140
H -1.2186 12.0792 -0.8157 -0.01 -0.02 0.00 0.090
H 0.3031 10.3456 0.6166 -0.01 -0.01 -0.01 0.090
H -1.1396 8.0620 0.8006 0.05 0.03 -0.01 0.086
H -3.3011 8.4698 -0.4111 -0.05 0.08 0.00 0.119
H -3.4986 10.7488 -1.4193 0.02 0.02 0.02 0.106
C 10.5783 -0.7618 4.0826 0.02 0.02 -0.03 -0.114
C 9.8949 -1.8363 4.7126 -0.02 -0.04 0.01 -0.114
C 8.5710 -1.4938 4.7801 -0.08 0.02 0.03 -0.145
N 8.4281 -0.2533 4.2201 0.07 -0.05 -0.02 -0.003
C 9.6464 0.1970 3.7882 -0.04 0.08 0.00 -0.144
H 11.6327 -0.7012 3.8695 -0.02 0.00 0.00 0.089
H 10.3265 -2.7552 5.0737 -0.01 0.01 -0.01 0.089
H 7.7210 -2.0226 5.1774 0.03 -0.01 0.00 0.105
H 7.5629 0.2482 4.1379 0.01 -0.02 0.00 0.135
H 9.7438 1.1578 3.3117 0.02 -0.01 0.01 0.104
C -6.9324 6.3952 -1.8014 0.01 0.04 -0.01 -0.108
C -7.0716 5.6371 -0.6075 0.00 -0.01 0.03 -0.106
C -5.8171 5.4549 -0.0907 0.07 -0.04 0.05 -0.143
N -4.9245 6.0691 -0.9274 -0.01 0.17 0.02 0.000
C -5.5977 6.6487 -1.9703 0.06 0.02 -0.02 -0.144
H -7.7224 6.7173 -2.4593 0.01 0.00 0.01 0.091
H -7.9884 5.2688 -0.1779 0.02 0.00 0.00 0.092
H -5.4822 4.9425 0.7958 -0.02 -0.01 -0.02 0.097
H -3.9290 6.0903 -0.7951 -0.01 -0.21 -0.02 0.105
H -5.0694 7.1875 -2.7394 -0.02 -0.03 -0.02 0.105
C -0.1404 -4.0800 -10.9009 0.02 0.00 0.02 -0.112
C -1.5344 -3.9186 -11.1240 -0.04 0.00 0.00 -0.114
C -2.1740 -4.9277 -10.4549 -0.03 -0.05 0.01 -0.143
N -1.2215 -5.6944 -9.8400 0.00 0.08 0.01 0.001
C 0.0192 -5.1812 -10.1033 0.06 -0.08 0.03 -0.151
H 0.6527 -3.4579 -11.2816 -0.01 -0.01 0.01 0.089
H -2.0118 -3.1493 -11.7082 0.00 -0.01 0.01 0.089
H -3.2201 -5.1667 -10.3640 0.01 0.02 -0.02 0.104
H -1.4044 -6.5078 -9.2815 0.02 0.01 -0.01 0.140
H 0.9049 -5.6446 -9.7019 -0.01 0.00 -0.02 0.100
```
Forces are in eV/Å.

## Properties
E_HOMO   -7.3124 eV
Spin multiplicity   1
SMILES   C=Cc1cc(P(O)O)c([C@@H](C)CCC)c2nccnc12.c1cc[nH]c1.c1cc[nH]c1.c1cc[nH]c1.c1cc[nH]c1.c1cc[nH]c1.c1cc[nH]c1.c1cc[nH]c1.c1cc[nH]c1
Net charge   0
E_LUMO   -1.0340 eV